Arrangement P

{
  "formula": "C4H9NO4S",
  "method": "wB97M-V/def2-TZVPD",
  "homo_ha": -0.345,
  "elements": ["C", "C", "C", "C", "H", "H", "H", "H", "H", "H", "H", "H", "H", "N", "O", "O", "O", "O", "S"],
  "coordinates": [[0.52143, -0.60282, -0.23929], [0.57366, 0.25934, 0.93708], [-0.55693, 1.18196, 0.98587], [1.89411, -1.44160, -0.38696], [0.61097, 0.71891, -1.77173], [-0.86416, -0.09302, -1.57377], [-0.28683, -1.26962, -0.08236], [1.50268, 0.67307, 0.70948], [0.76449, -0.22888, 1.84478], [-0.60793, 1.47856, 2.08460], [-0.36338, 1.98924, 0.13281], [-3.48998, -0.43238, -0.54729], [3.51670, -1.05163, -1.13623], [0.13937, -0.16217, -1.51419], [-2.70163, 0.05625, -0.59682], [-3.18356, 1.62759, 1.37644], [2.64143, -0.66151, -1.28454], [2.20907, -2.49824, 0.09845], [-2.31952, 0.45696, 0.96368]]
}



Arrangement Q

{
  "formula": "C4H9NO4S",
  "method": "wB97M-V/def2-TZVPD",
  "homo_ha": -0.351,
  "elements": ["C", "C", "C", "C", "N", "O", "O", "O", "O", "S", "H", "H", "H", "H", "H", "H", "H", "H", "H"],
  "coordinates": [[2.07323, -0.20127, -0.13352], [2.04868, -1.56807, 0.43265], [1.09499, 2.04711, -0.11351], [-3.12139, -0.94905, -0.44519], [1.13564, 0.68745, 0.37928], [2.85059, 0.22291, -0.93038], [-2.23509, 1.54223, -0.56840], [0.26620, 0.24160, 1.22995], [-0.98721, -0.41355, 0.46950], [-2.38464, 0.47524, 0.42738], [1.18844, -1.68353, 1.19904], [2.98007, -1.68840, 1.03691], [1.85488, -2.34598, -0.30719], [0.19610, 2.25379, -0.64485], [0.93398, 2.94742, 0.57279], [1.96155, 2.08689, -0.77644], [-3.09788, -1.79634, 0.17829], [-2.62386, -1.04544, -1.34190], [-4.13428, -0.81300, -0.66444]]
}



It is arrangement Q that is the least stable of them.



Arrangement P

{
  "formula": "C26H46O2P2Pt",
  "method": "wB97M-V/def2-TZVPD",
  "homo_ha": [-0.472, -0.496],
  "multiplicity": 5,
  "total_charge": 2,
  "elements": ["Pt", "C", "C", "C", "C", "C", "C", "H", "H", "H", "C", "H", "H", "H", "C", "H", "H", "H", "C", "H", "H", "H", "C", "H", "H", "H", "C", "C", "C", "C", "C", "C", "C", "C", "H", "H", "H", "H", "H", "H", "H", "H", "H", "H", "H", "H", "P", "P", "C", "C", "H", "H", "H", "H", "C", "H", "H", "H", "C", "H", "H", "H", "C", "H", "H", "H", "C", "H", "H", "H", "C", "O", "C", "O", "H", "H", "H"],
  "coordinates": [[-0.69473, 1.41640, 0.81767], [-2.41962, 2.26199, -1.05077], [-3.27780, 1.13830, -0.98673], [-3.18265, 2.01647, 1.16209], [-2.25467, 2.81856, 0.31655], [-3.74288, 0.99245, 0.34912], [-1.91693, 2.94727, -2.26411], [-1.70684, 2.24383, -3.08638], [-0.99931, 3.50562, -2.02612], [-2.65496, 3.67444, -2.64982], [-1.90818, 4.23046, 0.59481], [-1.04636, 4.53780, 0.00157], [-1.67618, 4.36021, 1.65000], [-2.75646, 4.86923, 0.32951], [-3.64235, 2.45593, 2.49561], [-4.56986, 3.04227, 2.39688], [-2.88660, 3.09109, 2.97105], [-3.86770, 1.61372, 3.16672], [-4.80668, 0.05972, 0.79202], [-5.79870, 0.51746, 0.66696], [-4.69045, -0.18763, 1.85770], [-4.80808, -0.87245, 0.20648], [-3.75889, 0.35157, -2.15316], [-4.75626, 0.67320, -2.47684], [-3.82559, -0.71363, -1.90596], [-3.07382, 0.47487, -3.00220], [4.28619, -1.76098, -1.91331], [3.60344, -1.81234, -3.06504], [3.31655, -3.07103, -3.83382], [2.97403, -4.34084, -3.01456], [2.07119, -4.09592, -1.83250], [2.45954, -3.79249, -0.59176], [3.86959, -3.56116, -0.13894], [4.84918, -2.94507, -1.17316], [4.17471, -3.31738, -4.48785], [3.89606, -4.87083, -2.73731], [2.46223, -2.88018, -4.50252], [5.22714, -3.73069, -1.84255], [4.54198, -0.78533, -1.48860], [3.34353, -0.88223, -3.57684], [5.72079, -2.59181, -0.59744], [3.84551, -2.88102, 0.72962], [1.71042, -3.80224, 0.21009], [4.30481, -4.51284, 0.21837], [2.43317, -5.00680, -3.70431], [1.00503, -4.24625, -2.03609], [0.99159, 0.61470, -0.39097], [-0.63227, -0.61076, 1.86379], [1.72694, -0.83056, 0.41812], [1.09293, -1.21725, 1.77292], [2.79973, -0.61521, 0.52595], [1.62982, -1.65200, -0.30280], [1.08479, -2.30954, 1.91046], [1.64660, -0.77308, 2.61465], [-1.31115, -0.58122, 3.52951], [-2.40630, -0.47588, 3.43503], [-0.92081, 0.28636, 4.08514], [-1.08023, -1.51180, 4.07024], [-1.65716, -1.82216, 0.96170], [-1.35812, -2.84364, 1.24492], [-1.56570, -1.68997, -0.12811], [-2.70399, -1.64807, 1.25551], [2.27177, 1.84643, -0.60515], [1.84344, 2.66954, -1.19751], [3.12533, 1.39758, -1.13071], [2.55431, 2.22556, 0.38971], [0.37990, 0.11807, -2.03292], [-0.54563, -0.48007, -1.94612], [1.16149, -0.46570, -2.54945], [0.14470, 1.03919, -2.59396], [0.17474, 3.63046, 4.27882], [-0.55018, 3.08293, 3.16685], [0.25056, 2.36818, 2.34164], [1.46098, 2.31004, 2.55483], [-0.57229, 4.19990, 4.82627], [0.99570, 4.27734, 3.93729], [0.59595, 2.82895, 4.90021]]
}



Arrangement Q

{
  "formula": "C26H46O2P2Pt",
  "method": "wB97M-V/def2-TZVPD",
  "homo_ha": [-0.437, -0.471],
  "multiplicity": 5,
  "total_charge": 2,
  "elements": ["Pt", "C", "C", "C", "C", "C", "C", "H", "H", "H", "C", "H", "H", "H", "C", "H", "H", "H", "C", "H", "H", "H", "C", "H", "H", "H", "C", "C", "C", "C", "C", "C", "C", "C", "H", "H", "H", "H", "H", "H", "H", "H", "H", "H", "H", "H", "P", "P", "C", "C", "H", "H", "H", "H", "C", "H", "H", "H", "C", "H", "H", "H", "C", "H", "H", "H", "C", "H", "H", "H", "C", "C", "O", "O", "H", "H", "H"],
  "coordinates": [[-1.37451, 1.15018, -2.18298], [0.52601, 0.64175, 3.91391], [1.49622, 1.15008, 2.96212], [-0.49900, 2.25092, 2.62219], [-0.69490, 1.35946, 3.72762], [0.88564, 2.19691, 2.24701], [0.78419, -0.29217, 4.97310], [1.81329, -0.65613, 4.95316], [0.02773, -1.39037, 4.86360], [0.53836, 0.08950, 5.96085], [-1.84966, 1.33974, 4.63401], [-2.49257, 0.48024, 4.44312], [-2.43675, 2.25341, 4.51866], [-1.47692, 1.24322, 5.65475], [-1.52329, 3.18927, 2.09075], [-1.63936, 4.10468, 2.72183], [-2.51420, 2.68634, 2.07818], [-1.24691, 3.51090, 1.06845], [1.55070, 3.07577, 1.23605], [2.03355, 3.90977, 1.73989], [0.83841, 3.52405, 0.52929], [2.34137, 2.54170, 0.68883], [2.89293, 0.66762, 2.88387], [3.46145, 1.08341, 3.73996], [3.37744, 0.97775, 1.94111], [2.92529, -0.43527, 3.00740], [-0.22231, -1.68186, 0.73234], [0.81295, -2.11653, 1.46602], [2.07364, -2.74269, 0.95651], [3.32499, -1.81855, 0.58626], [2.85659, -0.58774, -0.10257], [1.92820, -0.54206, -1.04751], [1.01955, -1.63912, -1.51837], [-0.32197, -1.71718, -0.77734], [1.81928, -3.30522, 0.04697], [4.08534, -2.42282, 0.03842], [2.36225, -3.48418, 1.71996], [-0.86768, -2.61919, -1.07528], [-1.16549, -1.38337, 1.24332], [0.79555, -1.86924, 2.53701], [-0.94075, -0.83783, -1.07250], [0.83330, -1.33978, -2.57627], [1.74621, 0.45417, -1.49474], [1.48245, -2.65106, -1.58979], [3.85146, -1.60063, 1.53317], [3.56278, 0.23063, 0.01530], [-1.21489, -1.02072, -3.67307], [-0.43803, 2.36720, -3.59384], [-0.97002, 0.01080, -5.14698], [-1.39194, 1.45073, -4.95676], [-1.53834, -0.49201, -5.93663], [0.09456, -0.05641, -5.38491], [-1.38824, 2.07177, -5.84390], [-2.38621, 1.45204, -4.47335], [-1.27247, 3.99017, -3.76892], [-0.84791, 4.65261, -3.01418], [-2.32442, 3.79171, -3.55219], [-1.13654, 4.43457, -4.76327], [1.26519, 2.52235, -4.21171], [1.31901, 2.88925, -5.25790], [1.80732, 1.56715, -4.20334], [1.83243, 3.24214, -3.60448], [-2.91440, -1.67462, -3.96397], [-3.16020, -2.47703, -3.26190], [-3.01124, -2.07807, -4.98011], [-3.62433, -0.86330, -3.81125], [-0.33393, -2.52782, -4.43194], [0.46660, -2.21295, -5.11681], [-1.01735, -3.15826, -5.02514], [0.13748, -3.19950, -3.70445], [-2.47688, -3.61874, 4.18305], [-1.65986, -2.37041, 4.10087], [-0.51858, -2.43125, 4.76263], [-2.05230, -1.43956, 3.38919], [-3.44562, -3.46853, 3.72046], [-2.60685, -3.89883, 5.21770], [-1.97286, -4.43298, 3.66948]]
}



It is arrangement Q that is the least stable of them.



Arrangement P

{
  "formula": "C3H7OS",
  "method": "wB97M-V/def2-TZVPD",
  "homo_ha": -0.103,
  "total_charge": -1,
  "elements": ["C", "S", "H", "H", "H", "C", "C", "O", "H", "H", "H", "H"],
  "coordinates": [[0.70349, 0.43245, 2.01353], [-0.47548, 1.78590, 1.69730], [1.12939, 0.04817, 1.08150], [0.21068, -0.44183, 2.44559], [1.52396, 0.70875, 2.68017], [-0.10212, -1.06588, -2.09815], [-0.40331, -0.02040, -1.33249], [-1.62124, 0.14970, -0.78905], [0.86337, -1.15882, -2.56882], [-0.60584, -2.02083, -2.01859], [0.26921, 0.78999, -1.07421], [-1.49210, 0.79280, -0.03680]]
}



Arrangement Q

{
  "formula": "C3H7OS",
  "method": "wB97M-V/def2-TZVPD",
  "homo_ha": -0.099,
  "total_charge": -1,
  "elements": ["S", "H", "C", "C", "O", "C", "H", "H", "H", "H", "H", "H"],
  "coordinates": [[-1.63179, -2.58242, -0.20040], [-2.85148, -2.61445, 0.36517], [0.35807, 1.07402, 1.31732], [0.05405, 0.65025, 0.04857], [-1.11584, 0.42306, -0.41923], [1.23035, 0.48761, -0.93275], [1.39218, 1.29936, 1.54977], [-0.42486, 1.29442, 2.03105], [-1.53170, -1.23662, -0.27644], [2.17251, 0.55702, -0.38785], [1.16951, -0.53382, -1.32753], [1.17899, 1.18159, -1.76769]]
}



It is arrangement P that is the least stable of them.



Arrangement P

{
  "formula": "FHN4",
  "method": "wB97M-V/def2-TZVPD",
  "homo_ha": [-0.374, -0.373],
  "elements": ["N", "N", "N", "N", "F", "H"],
  "coordinates": [[0.61475, 1.42033, -0.85110], [-0.30205, 0.67597, -0.75248], [-1.17253, -0.01620, -0.89018], [0.22076, -1.37647, 1.23236], [-0.48215, -2.45951, 1.31055], [1.12121, 1.75587, -0.04914]]
}



Arrangement Q

{
  "formula": "FHN4",
  "method": "wB97M-V/def2-TZVPD",
  "homo_ha": -0.370,
  "smiles": "[H]/N=N/N=N\\F",
  "elements": ["H", "N", "N", "N", "N", "F"],
  "coordinates": [[-0.51309, -1.82529, 1.35744], [-0.17501, -1.60890, 0.46518], [-0.36381, -0.41637, 0.20919], [-0.27581, 0.41157, -0.58597], [-0.00409, 1.52346, -1.00605], [1.33180, 1.91552, -0.43977]]
}



It is arrangement P that is the least stable of them.



Arrangement P

{
  "formula": "C3H3NS3",
  "method": "wB97M-V/def2-TZVPD",
  "homo_ha": -0.320,
  "smiles": "S=CN(C=S)C=S",
  "elements": ["S", "C", "N", "C", "S", "C", "S", "H", "H", "H"],
  "coordinates": [[-2.65777, -0.77219, 0.07456], [-1.04020, -0.90540, -0.16004], [0.02936, 0.00056, 0.00067], [-0.19933, 1.34236, 0.24777], [-1.37888, 2.33767, -0.14089], [1.26375, -0.50612, -0.15477], [2.66339, 0.25731, 0.00753], [-0.60577, -1.86781, -0.42895], [0.69249, 1.70109, 0.75178], [1.23296, -1.58746, -0.19767]]
}



Arrangement Q

{
  "formula": "C3H3NS3",
  "method": "wB97M-V/def2-TZVPD",
  "homo_ha": -0.328,
  "smiles": "S=C1C=NSCS1",
  "elements": ["S", "C", "C", "N", "S", "C", "S", "H", "H", "H"],
  "coordinates": [[-2.68969, -0.28144, -0.00634], [-1.06704, -0.11445, -0.03214], [-0.18794, -1.28816, 0.17708], [1.05578, -1.51470, 0.04068], [2.26134, -0.36297, -0.22918], [1.40978, 1.05176, 0.53806], [-0.24485, 1.40191, -0.18763], [-0.76838, -2.18874, 0.39247], [2.02145, 1.96368, 0.40738], [1.19893, 0.81283, 1.58784]]
}



It is arrangement P that is the least stable of them.